Entry 1:
C40H42CuN3O2PS as an isolated structure, computed with the ωB97M-V functional and the def2-TZVPD basis.

Geometry as ORCA input:
```
! wB97M-V def2-TZVPD RIJCOSX def2/J DEFGRID3
* xyz 0 2
Cu 0.60554 -0.69840 -1.03820
C 1.03742 0.85330 2.38586
C 2.17456 1.81079 2.12648
C 2.77227 2.47431 3.19546
C 3.78807 3.39801 2.99742
C 4.22682 3.68134 1.71266
C 3.64933 3.02570 0.63517
C 2.63351 2.09212 0.82954
P 1.85818 1.26958 -0.60567
C 3.17224 1.34538 -1.87275
C 3.02015 2.15115 -2.99559
C 3.98943 2.18157 -3.99059
C 5.12380 1.39892 -3.85717
C 5.27966 0.59430 -2.73552
C 4.31804 0.55000 -1.73309
C 4.53181 -0.33440 -0.53302
C 0.53920 2.41143 -1.11593
C 0.28642 3.64303 -0.52200
C -0.92470 4.28851 -0.74097
C -1.88950 3.67918 -1.53396
C -1.63626 2.45563 -2.13788
C -0.41046 1.81064 -1.96277
C -0.10183 0.49321 -2.55517
H 0.91312 0.68554 3.45549
H 1.18271 -0.11240 1.90231
H 0.09567 1.25610 2.00071
H 2.43055 2.25989 4.20173
H 4.23499 3.89844 3.84748
H 5.01402 4.40593 1.54772
H 3.99649 3.23773 -0.36908
H 2.12870 2.76048 -3.09299
H 3.85502 2.81182 -4.86022
H 5.88493 1.40579 -4.62724
H 6.16601 -0.02216 -2.63871
H 5.36289 -1.01775 -0.70757
H 3.63506 -0.92192 -0.31411
H 4.75975 0.25142 0.36183
H 1.01949 4.08524 0.14332
H -1.12419 5.24230 -0.26970
H -2.85024 4.15883 -1.68127
H -2.39703 1.98406 -2.75018
H 0.78845 0.47086 -3.18477
H -0.94002 -0.00226 -3.03811
S 2.00480 -2.19843 -2.61410
C 1.78532 -3.54549 -1.58810
N 2.77975 -3.99971 -0.81334
C 2.65023 -5.10352 0.12982
C 1.21352 -5.17243 0.60980
C 0.28560 -5.24895 -0.58800
N 0.60942 -4.17237 -1.51859
H 3.62113 -3.44888 -0.84035
H 3.33029 -4.92314 0.96021
H 2.94327 -6.04318 -0.34663
H 0.99254 -4.26925 1.17999
H 1.06683 -6.04016 1.25241
H -0.75133 -5.12675 -0.27694
H 0.37659 -6.21681 -1.08736
H -0.11999 -3.75049 -2.07123
C -4.40426 3.29276 1.36931
C -4.77852 2.05210 0.59655
C -5.90316 2.07459 -0.22342
C -6.25560 0.97027 -0.98507
C -5.49045 -0.18103 -0.90896
C -4.37571 -0.22548 -0.08135
N -3.58266 -1.41011 -0.09219
C -3.19794 -2.07551 1.06256
C -4.14669 -2.31756 2.06532
C -3.81674 -3.03381 3.19849
C -2.52369 -3.52317 3.38243
C -1.57073 -3.24399 2.42284
C -1.88520 -2.53731 1.26237
C -0.78576 -2.09665 0.36202
O -1.08330 -1.83201 -0.85014
O 0.38541 -1.89963 0.78103
C -3.99169 0.89354 0.66430
C -2.71753 0.86337 1.46862
H -5.13595 4.08155 1.19771
H -3.42639 3.67393 1.06483
H -4.35886 3.10311 2.44365
H -6.50025 2.97805 -0.27406
H -7.12883 1.00311 -1.62412
H -5.74708 -1.06656 -1.47714
H -2.89862 -1.46449 -0.83559
H -5.15324 -1.94308 1.92132
H -4.57693 -3.22158 3.94718
H -2.26454 -4.08353 4.27076
H -0.53940 -3.53403 2.58046
H -2.83735 0.31902 2.40935
H -2.37305 1.86737 1.70555
H -1.92330 0.36310 0.90883
*
```

Summary:
Expectation value of S²: 0.76
Electronic energy: -115493.72212 eV
Molar mass: 723.4 g mol⁻¹
HOMO (spin up / spin down): -7.0 / -7.7 eV

Entry 2:
A 2-piece molecular cluster, C3H7NO4 overall at a distorted geometry, computed with the ωB97M-V functional and the def2-TZVPD basis.

Geometry as ORCA input:
```
! wB97M-V def2-TZVPD RIJCOSX def2/J DEFGRID3
* xyz 0 1
O 0.18874 0.18719 -1.62033
C 1.31901 0.41911 -1.17606
O 2.43130 -0.16295 -1.66746
O 1.64224 1.55705 -0.53768
H 2.16425 -0.55778 -2.51615
H 1.01834 1.68473 0.20521
C -1.95188 0.18271 0.65750
N -0.94474 -0.84708 0.57494
C 0.35819 -0.67228 1.07700
O 0.67344 0.25720 1.81670
H -2.70773 -0.12079 1.38552
H -2.42024 0.28263 -0.32451
H -1.51031 1.14587 0.92021
H -1.21966 -1.76533 0.24591
H 0.95904 -1.59029 0.95920
*
```

Summary:
SMILES: O=C(O)O.CNC=O
Electronic energy: -12904.56136 eV
Molar mass: 121.1 g mol⁻¹
HOMO: -9.6 eV
Relative energy (zero: lowest compared OMol25 entry of this formula, charge and spin): 137.5 kJ/mol

Entry 3:
C46H62Cl3N5O10PtS4Si as an isolated structure at a distorted geometry, computed with the ωB97M-V functional and the def2-TZVPD basis.

Geometry as ORCA input:
```
! wB97M-V def2-TZVPD RIJCOSX def2/J DEFGRID3
* xyz 0 1
Pt 0.42008 0.15211 -0.12553
S 3.29715 3.33720 -0.69128
C 2.38952 2.25329 0.01486
N 1.72510 1.46167 0.61254
C -4.49489 2.93187 -5.17100
C -3.73330 2.63718 -3.88304
C -3.06731 3.91116 -3.36170
N -2.06116 3.68213 -2.31719
C -2.17156 3.00397 -1.19932
S -0.74547 2.68052 -0.28940
N -3.39325 2.61782 -0.72053
C -4.60501 3.31338 -0.62101
O -5.61967 2.71486 -0.36523
C -4.55880 4.80086 -0.74682
C -3.52101 5.53957 -0.18902
C -3.50763 6.91984 -0.32649
C -4.52307 7.55866 -1.02473
C -5.57519 6.82213 -1.55564
C -5.60145 5.44604 -1.40395
H -4.97413 2.02927 -5.54838
H -3.82150 3.30499 -5.94574
H -5.27303 3.68135 -5.01009
H -2.96223 1.88723 -4.05468
H -4.41821 2.23495 -3.13479
H -3.81865 4.60814 -2.99453
H -2.53725 4.40365 -4.17675
H -1.09535 3.80716 -2.58504
H -3.35670 1.74619 -0.18309
H -2.72964 5.04204 0.36011
H -2.70151 7.49517 0.10918
H -4.49910 8.63348 -1.14861
H -6.37492 7.32159 -2.08635
H -6.41687 4.85623 -1.80363
C 0.55851 -5.03991 1.96796
C 1.14486 -4.18387 3.08741
C 0.11220 -3.19183 3.60080
C 1.65025 -5.07107 4.21661
O 2.28296 -3.44060 2.63013
Si 2.81506 -2.89147 1.20149
S 1.05524 -2.08992 0.14713
O 3.26167 -4.18190 0.32805
C 3.80360 -4.41777 -0.98276
C 4.37033 -5.82967 -0.93418
C 2.68539 -4.33173 -2.01398
C 4.90054 -3.40873 -1.29581
O 4.10365 -1.96025 1.41958
C 4.54686 -0.79254 2.12636
C 3.45176 -0.29673 3.05576
C 5.78311 -1.21732 2.90754
C 4.90829 0.26208 1.09353
H -0.21648 -5.69561 2.36751
H 1.34093 -5.64934 1.51390
H 0.11476 -4.41022 1.19310
H -0.81321 -3.70788 3.86635
H -0.09771 -2.45544 2.82520
H 0.48948 -2.67596 4.48648
H 0.82860 -5.65112 4.63959
H 2.09313 -4.45894 5.00319
H 2.41165 -5.75499 3.83965
H 3.58269 -6.54151 -0.68337
H 5.15089 -5.89246 -0.17499
H 4.79468 -6.09969 -1.90201
H 1.85581 -4.98189 -1.72935
H 3.05589 -4.63535 -2.99488
H 2.31107 -3.31107 -2.07300
H 5.66554 -3.43365 -0.51848
H 4.49291 -2.39897 -1.34067
H 5.35953 -3.65349 -2.25565
H 3.12379 -1.10495 3.71345
H 2.59842 0.05051 2.46889
H 3.81727 0.53383 3.66088
H 5.52669 -1.99513 3.62921
H 6.21111 -0.36434 3.43642
H 6.52965 -1.61541 2.21973
H 4.08969 0.38174 0.39471
H 5.79013 -0.04563 0.52885
H 5.10871 1.21986 1.57750
Cl -3.00966 -2.55027 -2.50091
C -3.23426 -2.09779 -0.80738
Cl -4.92094 -1.70194 -0.51920
Cl -2.73551 -3.45330 0.23812
C -2.30863 -0.90349 -0.40247
O -2.74059 -0.11107 0.41638
O -1.17923 -0.93561 -0.98009
O -0.30308 -0.12739 1.91911
S -1.06665 1.04084 2.56527
C -2.48149 0.27956 3.36100
C -3.35621 1.09937 4.05599
C -4.46986 0.53575 4.65773
C -4.70700 -0.82812 4.54225
C -3.82926 -1.63046 3.82746
C -2.70716 -1.07609 3.22950
C -0.14238 1.35376 4.07151
C 0.67513 0.36144 4.58480
C 1.40638 0.61940 5.73325
C 1.31235 1.85824 6.35531
C 0.48760 2.84364 5.83065
C -0.23909 2.59715 4.67557
H -3.17361 2.16485 4.13256
H -5.15765 1.16180 5.21025
H -5.58007 -1.26458 5.00913
H -4.01994 -2.69077 3.72422
H -2.02252 -1.68315 2.65688
H 0.74040 -0.59186 4.07904
H 2.05858 -0.14408 6.13689
H 1.89390 2.05909 7.24546
H 0.42451 3.81010 6.31269
H -0.86571 3.36823 4.24285
C 0.31998 -2.39740 -3.85872
C -0.03632 -1.24799 -4.79729
C 0.68990 0.09147 -4.50621
C 0.25015 1.14338 -5.53486
C 0.86200 2.52040 -5.28398
C 2.16821 -0.16403 -4.67045
O 2.69262 -0.33014 -5.74724
N 2.89427 -0.23468 -3.51005
C 2.40855 -0.14995 -2.21055
O 3.14615 -0.41205 -1.29265
N 1.10840 0.31317 -2.04245
C 0.26807 0.55367 -3.10960
O -0.81501 1.07376 -2.98063
H -0.23395 -3.29114 -4.14627
H 0.06284 -2.17434 -2.82460
H 1.38405 -2.63618 -3.91174
H -1.10911 -1.04667 -4.74978
H 0.21789 -1.52115 -5.82315
H -0.83790 1.20550 -5.50997
H 0.55622 0.78121 -6.51627
H 0.60915 2.88933 -4.28767
H 0.49587 3.24140 -6.01521
H 1.94985 2.48456 -5.36579
H 3.87595 -0.46074 -3.58969
*
```

Summary:
Electronic energy: -168674.35490 eV
Molar mass: 1302.8 g mol⁻¹
HOMO: -8.5 eV
Relative energy (zero: lowest compared OMol25 entry of this formula, charge and spin): 0.0 kJ/mol

Entry 4:
C17H13N6ORuS4 as an isolated structure, computed with the ωB97M-V functional and the def2-TZVPD basis.

Geometry as ORCA input:
```
! wB97M-V def2-TZVPD RIJCOSX def2/J DEFGRID3
* xyz 0 2
Ru -1.37599 -0.20558 -0.52889
C 3.59392 -2.96308 -0.46690
C 3.91524 -1.75856 -1.08527
C 2.97307 -0.75175 -1.18905
C 1.69590 -0.95263 -0.67333
C 1.36314 -2.15813 -0.06980
C 2.31745 -3.15961 0.03843
N 0.69492 0.06884 -0.73041
N 1.14354 1.24382 -0.79460
C 0.13665 2.19602 -0.81011
C 0.50546 3.54312 -0.90675
C -0.47672 4.50441 -0.91304
C -1.81734 4.11457 -0.81760
C -2.17805 2.78244 -0.72247
C -1.20336 1.77781 -0.71248
H 4.33317 -3.74955 -0.39430
H 4.90386 -1.60834 -1.49863
H 3.20414 0.18693 -1.67188
H 0.35790 -2.31383 0.30161
H 2.05352 -4.09834 0.50688
H 1.55532 3.79655 -0.97938
H -0.21877 5.55162 -0.99441
H -2.59111 4.87231 -0.82396
H -3.22529 2.52010 -0.66423
O -6.17490 -3.90549 -3.68165
C -5.33755 -3.23278 -3.15080
S -3.59877 -3.36440 -3.50000
C -3.08858 -2.12149 -2.38473
C -4.03723 -1.50350 -1.66090
S -3.65254 -0.20469 -0.58903
S -5.69307 -2.00197 -1.91925
S -1.41591 -1.68024 -2.24302
N 1.62521 0.88092 5.08321
C 1.15096 0.53808 3.87418
N 2.02780 0.16995 2.92573
N -0.15650 0.57546 3.70365
C -0.60109 0.24779 2.52528
N -0.99440 -0.04277 1.47831
H 2.60537 1.00375 5.25463
H 0.96350 1.23683 5.75035
H 3.01232 0.10924 3.11153
H 1.70477 -0.14384 2.02309
*
```

Summary:
Expectation value of S²: 0.76
Electronic energy: -74751.77123 eV
Molar mass: 546.7 g mol⁻¹
HOMO (spin up / spin down): -7.0 / -7.1 eV
Relative energy (zero: lowest compared OMol25 entry of this formula, charge and spin): 0.0 kJ/mol

Entry 5:
C26H20BrI2N2OPdS2 as an isolated structure at a distorted geometry, computed with the ωB97M-V functional and the def2-TZVPD basis.

Geometry as ORCA input:
```
! wB97M-V def2-TZVPD RIJCOSX def2/J DEFGRID3
* xyz 1 1
Pd -0.60512 -0.33794 -1.19564
C -1.22073 2.02582 2.71734
C -1.04225 1.77895 1.25189
N -0.13592 0.88046 0.79520
N 0.67304 0.34275 1.61244
C 1.39636 -0.74013 1.11148
S 1.25296 -1.39844 -0.40551
S 2.52414 -1.52845 2.13892
C 2.98966 -0.18872 3.29978
C 3.88681 0.81581 2.63110
C 5.18540 0.46558 2.27295
C 6.00435 1.37462 1.62643
C 5.52552 2.64144 1.31431
C 4.23309 2.99550 1.66476
C 3.41415 2.08310 2.31737
C -1.72754 2.53657 0.27044
C -2.92633 3.21068 0.56319
C -3.50755 4.04913 -0.34814
C -2.88697 4.32730 -1.61185
C -1.74194 3.71046 -1.97112
C -1.12709 2.71117 -1.10215
O -0.17695 2.03307 -1.48722
H -1.71700 2.97285 2.90361
H -0.23720 2.03659 3.18554
H -1.79363 1.21903 3.18062
H 3.50451 -0.72272 4.09815
H 2.07216 0.25304 3.67583
H 5.55298 -0.52817 2.50283
H 7.01742 1.09676 1.36854
H 6.16337 3.34996 0.80324
H 3.86321 3.98530 1.43161
H 2.40514 2.36377 2.59532
H -3.42340 3.02114 1.50515
H -4.45588 4.51191 -0.11179
H -3.36155 5.01900 -2.29519
H -1.27908 3.87728 -2.93407
Br -2.37865 -1.71502 0.68111
C -2.32037 -3.20958 -0.48192
C -3.06316 -4.29109 -0.11889
C -3.02700 -5.45895 -0.90823
C -2.24079 -5.50679 -2.01508
C -1.48291 -4.38091 -2.42588
C -0.69837 -4.44094 -3.60501
C 0.00597 -3.36526 -4.03690
C -0.02350 -2.16060 -3.29362
C -0.74514 -2.07917 -2.13692
C -1.51753 -3.18261 -1.65896
H -3.67724 -4.25639 0.76985
H -3.62384 -6.31080 -0.61252
H -2.18025 -6.40995 -2.60905
H -0.68150 -5.36866 -4.16295
H 0.58350 -3.41315 -4.95049
H 0.53230 -1.30307 -3.65401
I -2.70287 0.17178 -2.86868
I -5.05681 0.43668 -1.28719
*
```

Summary:
Electronic energy: -143700.19390 eV
Molar mass: 880.7 g mol⁻¹
HOMO: -10.6 eV
Relative energy (zero: lowest compared OMol25 entry of this formula, charge and spin): 157.7 kJ/mol

Entry 6:
A 2-piece molecular cluster, C8H10S overall at a distorted geometry, computed with the ωB97M-V functional and the def2-TZVPD basis.

Geometry as ORCA input:
```
! wB97M-V def2-TZVPD RIJCOSX def2/J DEFGRID3
* xyz 0 1
C 1.50655 0.84353 1.29925
C 0.76516 0.07980 0.22723
C 1.87759 -0.17583 -0.81340
C 0.09550 -1.15986 0.69156
C -1.17579 -1.56670 0.54367
C -2.35518 -1.89086 0.77486
S -3.93581 -2.09846 0.86424
H 0.78156 1.53574 1.78909
H 1.96216 0.18737 2.09288
H 2.28296 1.39966 0.82335
H -0.09788 0.60038 -0.15079
H 2.19753 0.73739 -1.36253
H 1.61641 -0.74303 -1.73452
H 2.81522 -0.65675 -0.57223
H 0.72092 -1.82770 1.37556
C -2.08383 1.46192 -0.99998
C -2.41253 0.89685 -1.98355
H -1.86030 1.81774 0.01947
H -2.70023 0.55879 -2.88418
*
```

Summary:
SMILES: CC(C)C=C=C=S.C#C
Electronic energy: -19287.77944 eV
Molar mass: 138.2 g mol⁻¹
HOMO: -8.1 eV
Relative energy (zero: lowest compared OMol25 entry of this formula, charge and spin): 564.8 kJ/mol